No. 1
{
  "formula": "C5H9N",
  "method": "ωB97M-V with the def2-TZVPD basis set",
  "species": ["C", "N", "C", "C", "C", "C", "H", "H", "H", "H", "H", "H", "H", "H", "H"],
  "coordinates": [[0.016, -2.033, 0.213], [1.154, -1.490, 0.114], [1.048, -0.285, -0.727], [0.130, 0.644, 0.066], [0.341, 0.752, 1.378], [-1.055, 1.287, -0.603], [-0.224, -2.699, 1.038], [-0.820, -1.742, -0.442], [0.666, -0.527, -1.731], [2.024, 0.194, -0.863], [-0.202, 1.464, 1.986], [1.045, 0.104, 1.895], [-0.806, 2.248, -1.062], [-1.854, 1.446, 0.129], [-1.464, 0.639, -1.390]],
  "lowdin_charge": [-0.07, -0.03, -0.21, -0.38, 0.03, -0.07, 0.07, 0.08, 0.11, 0.11, 0.06, 0.07, 0.08, 0.08, 0.07],
  "lumo_ha": 0.039,
  "homo_ev": -9.086,
  "homo_lumo_gap_ha": 0.3733,
  "total_charge": 0
}


No. 2
{
  "formula": "C5H9N2",
  "method": "ωB97M-V with the def2-TZVPD basis set",
  "species": ["H", "N", "C", "C", "C", "N", "C", "C", "H", "H", "H", "H", "H", "H", "H", "H"],
  "coordinates": [[0.559, -0.577, -3.090], [0.096, -0.841, -2.317], [0.328, -0.506, -1.148], [1.536, 0.239, -0.514], [1.121, 1.726, -0.364], [-0.631, -0.781, -0.194], [-1.169, -0.960, 0.853], [-2.036, -1.037, 1.872], [1.519, -0.267, 0.433], [2.369, 0.035, -1.053], [0.098, 1.792, -0.202], [1.512, 2.248, -1.243], [1.469, 2.101, 0.567], [-3.040, -0.791, 1.502], [-1.629, -0.421, 2.668], [-2.101, -1.960, 2.231]],
  "lowdin_charge": [0.05, 0.27, -0.37, -0.11, -0.04, 0.29, 0.08, 0.05, 0.10, 0.08, 0.05, 0.10, 0.07, 0.16, 0.15, 0.08],
  "lumo_ha": -0.186,
  "homo_ev": -14.457,
  "homo_lumo_gap_ha": 0.3449,
  "total_charge": 1
}


No. 3
{
  "formula": "C5H9N2",
  "method": "ωB97M-V with the def2-TZVPD basis set",
  "species": ["C", "C", "N", "C", "C", "N", "C", "H", "H", "H", "H", "H", "H", "H", "H", "H"],
  "coordinates": [[-2.558, -1.127, -0.167], [-1.298, -0.843, 0.154], [-0.743, 0.484, 0.156], [-1.398, 1.542, 0.207], [0.678, 0.527, -0.162], [1.449, -0.430, 0.065], [2.846, -0.412, 0.082], [-2.844, -2.094, -0.323], [-3.305, -0.420, -0.334], [-0.448, -1.636, 0.327], [-2.474, 1.848, 0.183], [-0.832, 2.449, 0.055], [1.227, 1.393, -0.455], [3.183, 0.206, -0.702], [3.330, 0.001, 1.017], [3.189, -1.486, -0.104]],
  "lowdin_charge": [0.12, -0.08, -0.05, 0.18, -0.10, 0.01, -0.10, 0.06, 0.06, 0.16, 0.16, 0.12, 0.15, 0.07, 0.13, 0.12],
  "lumo_ha": -0.206,
  "homo_ev": -14.237,
  "homo_lumo_gap_ha": 0.3177,
  "total_charge": 1
}


No. 4
{
  "formula": "C5H9N2O",
  "method": "ωB97M-V with the def2-TZVPD basis set",
  "species": ["C", "C", "C", "C", "C", "N", "N", "O", "H", "H", "H", "H", "H", "H", "H", "H", "H"],
  "coordinates": [[1.820, -0.419, 0.086], [1.170, 0.922, -0.268], [-1.438, 0.876, -0.938], [-2.256, -0.366, -0.551], [-0.213, -0.995, 0.042], [0.948, -1.401, 0.053], [-0.208, 0.722, -0.084], [-1.459, -1.286, -0.021], [2.845, -0.649, 0.202], [1.458, 1.863, 0.411], [1.640, 1.223, -1.288], [-1.043, 0.867, -1.990], [-1.902, 1.911, -0.795], [1.321, -2.033, 2.826], [-3.293, -0.564, -0.711], [0.992, -1.959, 2.275], [-0.381, 1.287, 0.752]],
  "lowdin_charge": [-0.04, -0.13, -0.04, 0.00, -0.25, 0.16, -0.01, 0.14, 0.12, 0.18, 0.17, 0.15, 0.16, 0.05, 0.13, 0.01, 0.19],
  "lumo_ha": [-0.162, -0.174],
  "homo_ev": [-12.529, -12.801],
  "homo_lumo_gap_ha": [0.2983, 0.2966],
  "total_charge": 1
}


No. 5
{
  "formula": "C5H9N2O",
  "method": "ωB97M-V with the def2-TZVPD basis set",
  "species": ["C", "C", "C", "C", "C", "N", "N", "O", "H", "H", "H", "H", "H", "H", "H", "H", "H"],
  "coordinates": [[-0.887, -1.063, -1.417], [2.131, 0.204, 1.490], [1.297, -0.653, 0.649], [0.486, 0.977, 0.081], [-1.670, 0.847, -0.287], [-1.552, -0.558, -0.473], [0.676, 0.471, 1.379], [0.990, -0.023, -0.624], [-0.872, -2.089, -1.506], [-0.538, -0.490, -2.225], [2.593, -0.019, 2.440], [2.673, 1.062, 1.107], [1.022, -1.791, 0.608], [0.630, 1.946, -0.282], [-1.640, 1.471, -1.208], [-2.120, 1.118, 0.567], [-1.858, -1.049, 0.327]],
  "lowdin_charge": [0.10, 0.00, -0.18, -0.20, 0.07, -0.01, 0.06, -0.02, 0.11, 0.12, 0.13, 0.13, 0.20, 0.14, 0.13, 0.06, 0.17],
  "lumo_ha": [-0.150, -0.150],
  "homo_ev": [-13.071, -13.072],
  "homo_lumo_gap_ha": [0.3306, 0.3306],
  "total_charge": 1
}


No. 6
{
  "formula": "C5H9N2O",
  "method": "ωB97M-V with the def2-TZVPD basis set",
  "species": ["C", "C", "C", "C", "C", "N", "N", "O", "H", "H", "H", "H", "H", "H", "H", "H", "H"],
  "coordinates": [[0.307, 1.694, 1.029], [1.202, -0.842, 1.189], [0.296, -1.019, 0.270], [0.020, -2.290, -0.446], [-0.939, 2.152, -1.033], [-0.281, 0.014, -0.423], [-0.293, 1.387, -0.024], [1.948, -1.067, 2.172], [0.495, 2.732, 1.281], [-0.919, -2.690, -0.252], [0.116, -2.281, -1.517], [0.839, -2.968, -0.023], [-0.342, 2.338, -1.883], [-1.751, 1.555, -1.514], [-1.509, 3.008, -0.700], [-0.752, -0.342, -1.237], [1.560, -1.381, 3.111]],
  "lowdin_charge": [0.16, 0.00, -0.29, 0.02, -0.01, 0.06, -0.21, 0.17, 0.08, 0.08, 0.10, 0.13, 0.10, 0.11, 0.11, 0.15, 0.25],
  "lumo_ha": [-0.162, -0.162],
  "homo_ev": [-13.296, -13.297],
  "homo_lumo_gap_ha": [0.3262, 0.3262],
  "total_charge": 1
}


Let's list ΔE to the lowest compared entry with this formula, charge and spin in order: 196.2; 415.0; 463.7; 714.3; 626.6; 681.9 kJ/mol.